{
  "formula": "C10H16O",
  "method": "ωB97M-V/def2-TZVPD",
  "charge": 0,
  "max_force_ev_per_a": 1.62,
  "total_energy_ev": -12676.7025,
  "homo_ev": -8.48,
  "orbital_gap_ev": 9.305,
  "lumo_ev": 0.83,
  "molar_mass_g_mol": 152.24,
  "e_above_lowest_kcal_mol": 23.6,
  "symbols": ["C", "C", "C", "C", "C", "C", "C", "O", "H", "H", "H", "H", "H", "H", "H", "H", "C", "C", "C", "H", "H", "H", "H", "H", "H", "H", "H"],
  "xyz": [[-0.9953, 3.3594, 0.0216], [-1.1648, 1.0603, -0.9434], [-0.4692, 2.2518, -0.8570], [-0.6554, -0.0871, -1.5481], [0.6143, -0.0209, -2.0799], [0.7870, 2.2812, -1.4407], [1.3271, 1.1678, -2.0622], [1.3104, -1.1106, -2.5369], [-2.1241, 0.9473, -0.4518], [-1.2453, -0.9919, -1.5436], [-2.0626, 3.5462, -0.1384], [-0.5431, 4.3194, -0.2426], [1.4273, 3.1545, -1.4205], [0.7465, -1.8370, -2.8154], [2.2941, 1.2349, -2.5344], [-0.8011, 3.1253, 1.0631], [0.0192, -1.7743, 1.2149], [0.8354, -1.0707, 2.2722], [-0.4152, -3.1823, 1.6269], [-0.8656, -1.1659, 0.9889], [0.5516, -1.7513, 0.2568], [1.7405, -1.6366, 2.5054], [0.2936, -1.1224, 3.2302], [-1.4963, -3.2544, 1.7882], [-0.1154, -3.9635, 0.9195], [0.9545, 0.0077, 2.1553], [0.0521, -3.4869, 2.5722]],
  "forces_ev_per_angstrom": [[-0.14, 0.54, -0.86], [-0.42, -0.67, 0.02], [-0.07, -0.08, 0.52], [-0.13, 0.70, 0.05], [0.60, -0.48, -0.15], [0.54, 0.04, -0.33], [-0.39, 0.26, 0.10], [0.13, -0.09, -0.35], [-0.11, 0.25, -0.03], [0.10, -0.16, -0.05], [0.03, -0.39, 0.21], [0.29, -0.14, 0.23], [-0.27, 0.25, 0.15], [-0.26, 0.10, 0.15], [0.14, -0.20, 0.04], [-0.07, 0.14, 0.19], [-0.40, 0.52, -0.71], [-0.60, -0.25, 1.49], [0.18, -0.49, 0.24], [0.04, -0.12, 0.22], [0.14, -0.32, 0.21], [0.34, 0.48, -0.37], [-0.15, -0.11, -0.14], [0.17, 0.01, -0.12], [-0.19, 0.23, -0.09], [0.54, -0.20, -0.55], [-0.04, 0.19, -0.07]],
  "nbo_charge": [-0.623, -0.185, -0.062, -0.287, 0.295, -0.178, -0.263, -0.683, 0.206, 0.216, 0.216, 0.214, 0.208, 0.480, 0.224, 0.219, -0.408, -0.605, -0.617, 0.196, 0.203, 0.204, 0.194, 0.208, 0.208, 0.215, 0.204]
}